Run A
Here is the ion C6H11N with charge -1 from the Open Molecules 2025 dataset. Energies are from wB97M-V/def2-TZVPD.

Calculated values
M, g mol⁻¹: 97.2
Highest occupied orbital energy (alpha / beta), eV: 0.230 / -1.758
Lowest unoccupied orbital energy (alpha / beta), eV: 4.2 / 4.2
Frontier orbital gap (alpha / beta), eV: 3.991 / 5.935
Charge: -1
Multiplicity: 2

CARTESIAN COORDINATES (ANGSTROEM)
C -0.887 0.790 -1.878
N 1.620 -0.496 -0.860
C 0.404 -0.452 -0.135
C -0.524 0.468 -0.458
C -1.119 1.388 0.651
C 1.122 -1.753 2.011
C 0.215 -1.265 1.075
H -0.234 1.119 -2.779
H -1.576 1.749 -1.855
H -1.502 0.076 -2.277
H 2.566 -0.684 -0.428
H 1.458 -0.120 -1.761
H -0.340 2.158 0.949
H -1.990 1.860 0.203
H -1.426 0.858 1.567
H 0.877 -2.649 2.608
H 2.104 -1.413 2.249
H -0.769 -1.634 1.117



Run B
Here is the ion C6H11N with charge -1 from the Open Molecules 2025 dataset. Energies are from wB97M-V/def2-TZVPD.

Calculated values
M, g mol⁻¹: 97.2
Highest occupied orbital energy (alpha / beta), eV: 1.077 / -3.618
Lowest unoccupied orbital energy (alpha / beta), eV: 4.3 / 4.1
Frontier orbital gap (alpha / beta), eV: 3.242 / 7.750
Charge: -1
Multiplicity: 2

CARTESIAN COORDINATES (ANGSTROEM)
C 0.583 -2.855 0.934
C -0.278 -1.800 0.968
N -0.784 -1.282 -0.196
C -1.451 -0.097 -0.602
C 1.206 2.666 0.008
C 0.355 1.410 -0.124
C -0.586 1.088 -1.098
H 1.168 -2.977 -0.029
H 0.439 -3.603 1.680
H -0.369 -1.183 1.928
H -0.639 -1.966 -0.935
H -1.958 0.400 0.203
H -2.128 -0.518 -1.366
H 1.023 3.362 -0.761
H 2.262 2.178 -0.204
H 1.173 2.887 1.121
H 0.613 0.684 0.597
H -0.630 1.606 -2.124



Which one sits at the top of the stability order? run A does.



Run A
Here is a cluster of 4 separate species, C7H18O3 in total from the Open Molecules 2025 dataset. Energies are from wB97M-V/def2-TZVPD.

Calculated values
M, g mol⁻¹: 150.2
Highest occupied orbital energy, eV: -9.524
Lowest unoccupied orbital energy, eV: 0.6
Frontier orbital gap, eV: 10.116

CARTESIAN COORDINATES (ANGSTROEM)
C 0.010 -2.465 -1.283
C -0.108 -0.975 -1.410
C 0.709 -0.283 -2.186
C -1.408 -0.407 -0.837
C -1.307 0.923 -0.106
C -0.842 2.095 -0.529
C -0.576 3.242 0.425
H 0.961 -2.810 -1.680
H -0.127 -2.752 -0.246
H -0.822 -2.970 -1.788
H 1.555 -0.771 -2.655
H 0.626 0.790 -2.273
H -1.883 -1.116 -0.190
H -2.011 -0.279 -1.743
H -1.496 0.858 0.956
H -0.677 2.376 -1.564
H -1.508 3.736 0.709
H 0.053 4.001 -0.029
H -0.107 2.917 1.358
H 1.862 -0.910 1.828
H 1.943 -2.433 1.768
O 1.536 -1.713 2.265
H -0.816 -1.792 2.778
H -1.070 -0.809 1.599
O -1.503 -1.329 2.280
H 1.828 1.306 1.369
H 2.618 0.811 0.110
O 2.561 0.758 1.073



Run B
Here is a cluster of 4 separate species, C7H18O3 in total from the Open Molecules 2025 dataset. Energies are from wB97M-V/def2-TZVPD.

Calculated values
M, g mol⁻¹: 150.2
Highest occupied orbital energy, eV: -9.009
Lowest unoccupied orbital energy, eV: 0.5
Frontier orbital gap, eV: 9.477

CARTESIAN COORDINATES (ANGSTROEM)
C 0.730 -0.866 -1.437
C -0.722 -1.295 -1.495
C -1.478 -1.359 -2.577
C -1.257 -1.753 -0.140
C -0.530 -1.490 1.177
C 0.047 -0.382 1.613
C 0.831 -0.307 2.883
H 0.703 0.210 -1.382
H 1.260 -1.338 -0.625
H 1.286 -1.081 -2.355
H -1.144 -1.197 -3.593
H -2.556 -1.444 -2.485
H -1.575 -2.791 -0.098
H -2.192 -1.187 0.018
H -0.573 -2.394 1.782
H -0.069 0.519 1.017
H 1.133 -1.309 3.195
H 0.290 0.123 3.725
H 1.801 0.181 2.743
H 0.953 2.708 -2.227
H 0.932 2.720 -0.726
O 0.334 2.778 -1.494
H 2.909 0.983 0.071
H 1.891 1.493 1.076
O 2.244 1.665 0.196
H -1.341 2.487 -0.253
H -2.122 1.722 0.793
O -1.785 2.603 0.598



Run C
Here is a cluster of 4 separate species, C7H18O3 in total from the Open Molecules 2025 dataset. Energies are from wB97M-V/def2-TZVPD.

Calculated values
M, g mol⁻¹: 150.2
Highest occupied orbital energy, eV: -8.460
Lowest unoccupied orbital energy, eV: 0.5
Frontier orbital gap, eV: 8.937

CARTESIAN COORDINATES (ANGSTROEM)
C 1.758 1.657 0.695
C 1.132 0.199 0.653
C 0.603 -0.116 -0.804
C -0.524 -0.849 -0.999
C -1.470 -1.279 -0.042
C -2.809 -1.059 -0.029
C 1.511 0.166 -1.914
H 1.233 2.180 1.463
H 1.851 2.175 -0.270
H 2.888 1.434 1.019
H 1.818 -0.599 0.994
H 0.301 0.158 1.378
H -0.786 -1.116 -1.959
H -1.065 -1.783 0.751
H -3.376 -1.227 0.929
H -3.278 -0.396 -0.717
H 1.877 -0.836 -2.256
H 2.457 0.582 -1.446
H 1.056 0.842 -2.691
H -1.925 1.013 1.276
H -1.862 0.279 2.636
O -2.501 0.612 1.934
H 1.376 -2.776 -0.420
H 2.546 -2.600 0.521
O 1.712 -3.009 0.419
H -2.190 2.459 -0.251
H -1.019 1.693 -0.858
O -1.313 2.193 -0.010



Which one sits at the top of the stability order? run A does.